No. 1
{
  "formula": "C10H10BrFeNO2",
  "method": "ωB97M-V/def2-TZVPD",
  "multiplicity": 5,
  "e_homo_ha": [-0.013, -0.012],
  "charge": -2,
  "s_squared": 6.0173,
  "relative_energy_ev": 0.3397,
  "lumo_ev": [5.28, 5.26],
  "species": ["C", "C", "C", "H", "C", "C", "H", "H", "H", "H", "Fe", "Br", "C", "C", "C", "H", "C", "C", "H", "H", "H", "H", "O", "N", "O"],
  "xyz": [[-1.36362, -1.08714, -1.75969], [-1.62943, -2.16729, -0.83930], [-1.97372, -1.53517, 0.45587], [-1.54363, -3.23857, -1.03100], [-2.03497, -0.10469, 0.23089], [-1.69782, 0.13793, -1.11871], [-1.68831, 1.13055, -1.55654], [-0.90471, -1.14852, -2.73947], [-2.13486, -1.98458, 1.42232], [-2.40285, 0.63858, 0.95352], [0.08595, -1.54425, 0.39469], [1.10588, -2.76529, 1.95393], [2.34684, 1.34659, 0.52663], [1.46851, 2.10762, -0.31599], [1.30464, 1.37746, -1.53809], [0.91282, 3.01803, -0.02386], [2.03536, 0.16041, -1.43593], [2.70363, 0.15382, -0.17556], [3.24723, -0.71710, 0.22867], [2.59701, 1.59025, 1.56609], [0.70237, 1.68762, -2.39253], [2.06088, -0.65641, -2.16880], [-1.44842, 0.62046, 3.99360], [-1.35886, 1.12820, 2.84363], [-0.38989, 1.85147, 2.52564]],
  "forces_ev_per_angstrom": [[-0.5423, -0.1501, 1.0117], [0.3309, 0.8439, 0.6034], [-0.7052, 0.6448, -1.4106], [0.0020, 0.3978, 0.0425], [-0.4014, -0.7653, -0.5851], [0.0116, -0.4952, 0.5318], [0.3097, -0.2662, 0.0186], [-0.2368, -0.2179, 0.0330], [-0.4366, -0.3242, -0.0560], [0.7269, -0.5993, -0.3104], [0.4152, 2.4248, -1.7175], [0.9607, -1.1923, 1.2561], [-0.4541, 0.0087, -0.6477], [0.4793, -0.7617, -0.3071], [0.3228, 0.2274, 0.7371], [0.5195, -0.6491, -0.2140], [-0.4272, 0.0474, 0.0367], [-0.6516, -0.1958, 0.7241], [-0.0978, 0.6685, -0.2031], [-0.1400, -0.1620, -0.5245], [0.0568, -0.1160, 0.2309], [0.1231, 0.4330, 0.1524], [0.8156, 0.6672, -0.2850], [-0.5444, 0.1295, -0.2894], [-0.4369, -0.5977, 1.1720]]
}

=====

No. 2
{
  "formula": "C10H10Cl2N2O",
  "method": "ωB97M-V/def2-TZVPD",
  "e_homo_ha": -0.342,
  "charge": 0,
  "relative_energy_ev": 1.5654,
  "smiles": "Clc1nccn1COc1ccccc1.Cl",
  "lumo_ev": 0.51,
  "species": ["Cl", "C", "N", "C", "C", "N", "C", "O", "C", "C", "C", "C", "C", "C", "H", "H", "H", "H", "H", "H", "H", "H", "H", "Cl", "H"],
  "xyz": [[-2.15291, -0.25696, 2.23727], [-2.08603, 0.68180, 0.91518], [-3.04642, 0.85629, 0.06099], [-2.61008, 1.72216, -0.87552], [-1.35287, 2.08918, -0.52247], [-1.00450, 1.42607, 0.66065], [0.31325, 1.44910, 1.33823], [1.29882, 1.28033, 0.43006], [1.62617, -0.06310, -0.02118], [0.94451, -1.18015, 0.36992], [1.34226, -2.41185, -0.08450], [2.42140, -2.53684, -0.92171], [3.13805, -1.41436, -1.28406], [2.76452, -0.13520, -0.80329], [-3.12394, 1.96490, -1.68534], [-0.81222, 2.82472, -0.91486], [0.61946, 2.46583, 1.92903], [0.37230, 0.80693, 2.22636], [0.13489, -1.24747, 0.99115], [0.79883, -3.27760, 0.23211], [2.83299, -3.52814, -1.30131], [3.97841, -1.50917, -1.89817], [3.31355, 0.74258, -1.01657], [-5.30427, -0.87014, 0.10629], [-4.40619, 0.12107, -0.16828]],
  "forces_ev_per_angstrom": [[-0.3695, -1.7887, 2.2507], [-0.3131, 0.7989, -0.7189], [-0.8491, -0.6990, -0.0707], [3.4453, -0.6736, 3.4670], [-1.3068, -1.5731, 1.3020], [0.2822, 0.9961, -0.7718], [0.1719, 2.4821, 2.2559], [1.5628, -1.9073, -1.3813], [0.1594, 2.4048, 0.7815], [0.8615, -0.4426, -0.9318], [0.3230, -0.5867, -0.3233], [1.4174, -1.5157, -0.9638], [-1.1291, 1.5895, 1.1507], [-0.5450, -1.9396, -0.2967], [-2.2794, 1.1304, -3.2132], [2.5794, 2.5424, -1.5136], [-1.4142, -1.6838, -1.9688], [-0.6077, -0.7346, -0.6949], [-1.9899, 0.6990, 1.5583], [-0.2340, -0.3541, 0.1235], [-0.9791, 1.2799, 0.6541], [1.1782, -0.0683, -0.8187], [0.4489, 0.7123, -0.2855], [-0.4456, -0.0461, -0.2852], [0.0322, -0.6224, 0.6943]]
}

=====

No. 3
{
  "formula": "C10H10Cl2NS",
  "method": "ωB97M-V/def2-TZVPD",
  "e_homo_ha": -0.466,
  "charge": 1,
  "relative_energy_ev": 0.7279,
  "smiles": "C[N@@H+]1C=CS[C@H]1c1c(Cl)cccc1Cl",
  "lumo_ev": -3.14,
  "species": ["C", "N", "C", "C", "S", "C", "C", "C", "Cl", "C", "C", "C", "C", "Cl", "H", "H", "H", "H", "H", "H", "H", "H", "H", "H"],
  "xyz": [[2.11314, 1.04035, 1.67235], [1.55808, 0.24222, 0.54296], [2.65144, -0.01733, -0.31788], [2.56092, 0.40285, -1.59133], [1.00666, 1.14689, -1.93251], [0.43235, 0.98116, -0.19052], [-0.91518, 0.01379, -0.15998], [-2.14233, 0.67838, 0.01095], [-2.25872, 2.35202, 0.41723], [-3.34939, 0.01038, -0.13772], [-3.29088, -1.36755, -0.41513], [-2.14426, -2.09822, -0.57633], [-0.94716, -1.32378, -0.44760], [0.56500, -2.27826, -0.70482], [2.62154, 1.97337, 1.35494], [1.36827, 1.32130, 2.36021], [2.69411, 0.45658, 2.32885], [1.26450, -0.68381, 1.04860], [3.46694, -0.38635, 0.22184], [3.36501, 0.15466, -2.25672], [0.07673, 1.80594, 0.29131], [-4.29994, 0.68369, -0.03650], [-4.31754, -1.91586, -0.57839], [-2.07929, -3.19242, -0.90381]],
  "forces_ev_per_angstrom": [[-0.0371, 1.7484, 0.0626], [-0.9094, 0.0733, 2.5997], [0.2818, 0.4874, -2.5495], [-0.6518, -0.7973, 2.4825], [0.2322, 0.3111, -0.0704], [-1.3226, -6.0562, -1.5482], [1.7207, 2.2616, -0.1399], [-0.6284, -0.5127, -0.0378], [0.3235, 0.2886, -0.0237], [-0.5236, 0.9179, 0.2261], [-3.8561, -0.9553, -0.5554], [1.8582, 0.2817, -0.3259], [0.0816, -2.4630, -0.4698], [-0.9491, 0.6857, 0.1228], [-0.1831, -0.8799, -0.1718], [-1.6722, 0.5501, 0.3972], [1.4166, -1.0123, 0.0616], [-0.0619, 1.7324, -1.6960], [1.3032, -0.8025, 0.1273], [-0.0624, 0.4779, -0.6496], [0.0585, 2.6178, 1.2258], [1.7105, -1.9380, -0.2339], [2.1482, 1.1209, 0.4103], [-0.2773, 1.8625, 0.7560]]
}

=====

No. 4
{
  "formula": "C10H10ClCoN2Te4",
  "method": "ωB97M-V/def2-TZVPD",
  "multiplicity": 4,
  "e_homo_ha": [-0.131, -0.142],
  "charge": -1,
  "s_squared": 3.7931,
  "lumo_ev": [2.26, 2.03],
  "species": ["Co", "Te", "Te", "Te", "Te", "N", "C", "C", "C", "N", "H", "H", "H", "H", "Cl", "C", "C", "C", "C", "C", "C", "C", "H", "H", "H", "H", "H", "H"],
  "xyz": [[1.65306, 0.67260, -1.30420], [2.94908, 1.15209, 1.03077], [3.45074, 2.79907, -1.09065], [3.60120, 0.93907, -3.16550], [1.14273, 1.16888, -4.24979], [-0.93496, 1.25911, 0.19664], [-1.87174, 2.13471, 0.58953], [-1.65363, 3.30042, -0.11150], [-0.54230, 3.01983, -0.92693], [-0.11736, 1.78555, -0.72103], [-0.76580, 0.31033, 0.50456], [-2.60800, 1.85911, 1.32439], [-2.21931, 4.21208, -0.04794], [-0.01977, 3.61885, -1.65428], [-2.04644, -2.80091, 3.64608], [-1.12540, -2.39772, 2.21088], [0.25575, -2.30582, 2.28314], [0.98963, -1.98570, 1.15300], [0.37333, -1.74597, -0.08904], [1.12945, -1.31881, -1.27484], [-1.02302, -1.87147, -0.11930], [-1.77398, -2.18404, 1.00740], [0.75837, -2.48077, 3.22581], [2.06727, -1.90972, 1.22611], [0.58765, -1.50471, -2.20147], [2.13014, -1.75581, -1.32299], [-1.53561, -1.70253, -1.06088], [-2.85109, -2.26771, 0.94203]],
  "forces_ev_per_angstrom": [[-0.5803, -0.1980, 0.1842], [0.1418, 0.1301, -0.1117], [0.1568, 0.0381, -0.0793], [0.2094, 0.2339, 0.0478], [0.0208, 0.0431, 0.0598], [0.1813, 0.1154, -0.0897], [0.0126, -0.0447, 0.0583], [0.0219, -0.0603, -0.1008], [0.0423, -0.0541, 0.0061], [0.0368, -0.0789, 0.0123], [-0.0954, 0.0038, 0.0499], [-0.0177, 0.0360, 0.0216], [-0.0049, 0.0239, -0.0188], [-0.0641, 0.1106, 0.0334], [0.0000, 0.0129, -0.0340], [-0.0358, -0.0024, 0.0019], [0.1282, 0.0129, 0.0066], [-0.0789, -0.0403, 0.0927], [0.3054, 0.0771, -0.2689], [-0.1910, -0.1657, 0.1241], [-0.2584, -0.0142, -0.0490], [0.0807, -0.0024, -0.0393], [-0.0202, 0.0001, 0.0074], [0.0137, 0.0017, -0.0090], [0.0381, -0.0670, -0.0101], [-0.0428, -0.0921, 0.0620], [0.0046, -0.0092, 0.0134], [-0.0050, -0.0103, 0.0291]]
}

=====

No. 5
{
  "formula": "C10H10ClNO2S",
  "method": "ωB97M-V/def2-TZVPD",
  "e_homo_ha": [-0.337, -0.313],
  "charge": 0,
  "relative_energy_ev": 6.1223,
  "lumo_ev": [-1.11, -0.69],
  "species": ["C", "C", "C", "C", "C", "C", "C", "C", "C", "C", "N", "O", "O", "S", "Cl", "H", "H", "H", "H", "H", "H", "H", "H", "H", "H"],
  "xyz": [[-0.58977, 1.54785, 1.75058], [0.53774, 2.34740, 1.55781], [-0.86480, 0.46522, 0.99973], [1.36225, 0.84297, -0.19895], [0.14136, 0.15420, 0.08441], [1.55079, 2.02289, 0.58085], [0.39603, -0.82447, -2.37185], [-1.95298, -1.64454, 2.13548], [-2.06101, -0.46413, 1.12102], [2.53565, 0.33473, -0.93030], [-2.76308, -0.43038, 2.38997], [-4.04434, -0.41583, 2.44669], [0.39104, -2.45442, -0.45780], [-0.35798, -1.32081, -0.95083], [2.83602, 3.16716, 0.34990], [-1.28938, 1.93891, 2.48187], [0.67914, 3.06324, 2.31081], [0.85203, -1.60206, -2.96480], [-0.09710, -0.08242, -2.96257], [-0.97310, -1.61615, 2.64751], [-2.24031, -2.54919, 1.81557], [-2.75612, -0.31859, 0.34836], [2.14600, -0.10692, -1.85678], [3.31409, 1.16855, -0.99706], [2.82129, -0.53913, -0.39858]],
  "forces_ev_per_angstrom": [[-0.0523, 2.3732, 1.2738], [1.1115, -1.9747, -1.5060], [0.7189, -1.4612, -1.3767], [-0.8569, 1.4988, 2.5939], [0.1030, -0.7926, -1.8235], [-2.8308, -0.2488, 1.0755], [-0.5283, -0.3360, -1.5655], [2.1036, 4.4349, 0.0973], [1.3469, 1.7258, 2.0463], [-0.1726, 0.9204, -0.9594], [-0.4168, -1.2955, 0.1302], [0.6339, 0.0568, 0.0786], [0.6809, -2.0764, 0.9456], [0.4072, 1.8974, 0.4304], [-0.0140, -0.3369, 0.1222], [-0.0678, -0.3880, 0.1610], [0.4204, 1.4168, 0.3716], [0.2292, -0.2610, 0.1566], [-0.1992, 0.7041, -0.0959], [-0.7423, -0.0821, -0.2488], [-1.9054, -3.1123, -0.6607], [-0.8044, -0.9069, -1.2114], [0.7663, 0.5871, -0.4070], [-0.9483, -1.7024, -0.2718], [1.0173, -0.6405, 0.6435]]
}

=====

No. 6
{
  "formula": "C10H10ClNO2S",
  "method": "ωB97M-V/def2-TZVPD",
  "e_homo_ha": -0.320,
  "charge": 0,
  "relative_energy_ev": 0.4880,
  "smiles": "CS(=O)(=O)[C@@]1(Cl)C=Cc2ncccc2C1",
  "lumo_ev": 0.19,
  "species": ["C", "S", "O", "O", "C", "Cl", "C", "C", "C", "N", "C", "C", "C", "C", "C", "H", "H", "H", "H", "H", "H", "H", "H", "H", "H"],
  "xyz": [[2.85000, 0.32122, 2.06630], [1.18905, 0.82224, 1.48176], [0.29243, -0.24033, 1.78495], [0.89672, 2.17502, 2.04073], [1.15232, 1.02355, -0.44359], [2.23486, 2.37639, -0.64882], [1.59141, -0.28504, -0.96002], [0.75742, -1.29308, -1.10799], [-0.65018, -1.13851, -0.80641], [-1.45006, -2.18079, -0.91501], [-2.77800, -2.08679, -0.78496], [-3.39110, -0.79029, -0.67303], [-2.59905, 0.34048, -0.71373], [-1.18067, 0.14902, -0.65638], [-0.28042, 1.42352, -0.66405], [2.69656, 0.63400, 3.11873], [2.90575, -0.81296, 2.12720], [3.75913, 0.69019, 1.54006], [2.60504, -0.44301, -1.20941], [1.15446, -2.36835, -1.48300], [-3.17924, -2.99520, -0.51517], [-4.48980, -0.58730, -0.45571], [-3.07274, 1.28801, -0.51270], [-0.56101, 1.84184, -1.67839], [-0.45288, 2.13617, 0.06864]],
  "forces_ev_per_angstrom": [[-0.2702, -1.4323, 0.3634], [0.2367, 3.0332, 0.3266], [-0.5135, -0.9043, 0.5504], [0.7600, -2.5386, -0.9644], [0.2619, -0.2611, 1.7093], [0.6699, 0.3576, -0.7971], [0.2628, 0.3492, -0.6263], [0.7626, -3.0739, -0.5206], [-1.2795, 1.1911, -1.1183], [-0.5369, -1.2204, 0.2364], [1.6382, 3.8160, 0.6071], [-1.1833, -0.9547, 0.2145], [1.8970, -1.3888, 1.0968], [-1.1153, 1.8082, -0.2106], [-0.8915, -2.6277, -2.5635], [0.7220, 0.2174, -0.5467], [-0.3410, 1.3728, -0.4770], [-1.0209, 0.2561, 0.5114], [1.0771, 0.1901, -0.1221], [-1.1518, 2.7448, 0.9919], [-1.7072, -1.7554, -0.1252], [1.4486, -0.8832, -0.5673], [0.2373, 0.3447, -0.3141], [1.1472, -0.0239, 0.9704], [-1.1101, 1.3832, 1.3749]]
}